A single C5H11NO2 molecule at a distorted geometry. Source: the OMol25 dataset; level of theory: the ωB97M-V functional and the def2-TZVPD basis.

Each atom is followed by the atoms it is bonded to, with distances in Å.
Geometry (Å):
1 C 0.43765 -0.42533 -1.09504  C2 1.534, H3 1.094, C10 1.532, H17 1.083
2 C 0.53790 -0.93914 0.34728  C1 1.534, C4 1.524, H13 1.080, H16 1.083
3 H 0.91347 -1.16819 -1.74159  C1 1.094
4 C 0.06479 0.12045 1.33559  C2 1.524, N5 1.362, O18 1.214
5 N -1.23168 0.52489 1.22912  C4 1.362, C8 1.449, H12 1.009
6 H 0.96541 1.68628 -0.75484  C10 1.084
7 H -2.75549 -0.91363 1.47836  C8 1.088
8 C -2.32967 -0.26818 0.71335  N5 1.449, H7 1.088, H9 1.080, H15 1.086
9 H -2.02447 -0.89868 -0.10909  C8 1.080
10 C 1.30367 0.81983 -1.31214  C1 1.532, H6 1.084, O11 1.403, H19 1.094
11 O 2.67738 0.56040 -1.19821  C10 1.403, H14 0.973
12 H -1.45540 1.45657 1.54543  N5 1.009
13 H 0.04817 -1.88998 0.49534  C2 1.080
14 H 2.96560 0.49671 -0.27158  O11 0.973
15 H -3.12757 0.41706 0.44220  C8 1.086
16 H 1.58325 -1.11127 0.57320  C2 1.083
17 H -0.57285 -0.22688 -1.43133  C1 1.083
18 O 0.84992 0.63544 2.10549  C4 1.214
19 H 1.14991 1.12365 -2.35155  C10 1.094

Results
max |F|	1.1	eV/A
total charge	0
spin multiplicity	1
structure (SMILES)	CNC(=O)CCCO
calculated total energy	-10948.433	eV
LUMO energy	0.804	eV
energy relative to the best compared isomer or geometry (same formula, charge and spin)	80.51	kJ/mol